[1]
Here is a cluster of 8 separate species, C25H67NO9 in total at a distorted geometry from the Open Molecules 2025 dataset. Energies are from the ωB97M-V functional and the def2-TZVPD basis.

Properties
ΔE to the lowest compared entry with this formula, charge and spin (kcal/mol): 70.0
SMILES: COCCNCCOC.CC(C)O.CC(C)O.CC(C)O.CC(C)O.CC(C)O.CC(C)O.CO
LUMO level (Ha): 0.017
HOMO level (eV): -8.855
Calculated total energy (a.u.): -1724.445784
Orbital gap (eV): 9.3

```
102
Properties=species:S:1:pos:R:3:forces:R:3:lowdin_charge:R:1
O -26.316440 -5.606400 26.471780 0.22 0.21 0.80 -0.052
O -33.154950 -14.874460 25.509460 -0.65 1.10 1.25 -0.030
O -29.296910 -12.898770 22.273500 0.36 -0.92 -0.52 -0.118
O -28.991420 -14.957730 19.485880 0.74 0.41 -0.93 -0.185
O -26.334630 -12.388660 25.408330 -0.43 1.24 -2.16 0.006
O -33.522980 -12.603720 19.868960 0.92 -0.76 -1.61 -0.221
O -32.409230 -11.601690 28.320570 0.32 -0.63 -0.53 -0.061
O -31.249980 -4.725160 19.627330 0.03 0.02 0.94 -0.060
O -30.481870 -9.335890 14.014940 0.48 0.99 -0.29 -0.053
N -31.840770 -14.380520 18.614080 0.33 0.54 -0.05 -0.062
C -27.068530 -6.107060 25.406240 1.23 -0.96 -1.88 -0.484
C -27.102540 -7.652910 25.529580 -0.63 0.55 0.43 -0.050
C -31.171760 -10.799580 15.739900 0.66 -0.73 0.27 -0.061
C -30.013780 -5.079590 17.592550 0.59 0.14 0.77 -0.069
C -31.124870 -15.662900 18.539530 -0.59 1.06 -0.78 -0.190
C -24.748450 -12.468730 27.189260 0.00 0.08 -0.60 -0.045
C -33.385480 -9.415610 28.519140 0.96 0.22 -0.11 -0.054
C -33.227330 -14.361600 18.182290 -0.52 -0.14 1.43 -0.207
C -32.153470 -10.222240 28.071970 -1.11 -0.57 0.40 -0.495
C -30.054500 -11.786840 21.892150 -0.04 1.02 0.81 -0.171
C -32.697350 -16.109460 23.611520 0.59 -0.61 -0.14 -0.048
C -31.949170 -10.032570 26.595100 -0.46 -0.54 -0.68 -0.065
C -26.385080 -5.644350 24.067590 -0.86 -0.28 0.64 -0.053
C -31.587740 -16.628410 25.895140 -0.69 -0.57 0.29 -0.051
C -34.311800 -11.587750 20.399430 0.02 -0.59 1.75 -0.126
C -32.131280 -15.587390 24.934680 1.54 -1.06 -2.27 -0.551
C -29.213650 -11.364710 14.132160 -0.66 -0.03 -0.39 -0.052
C -29.994940 -10.293960 14.925860 0.34 -0.23 0.07 -0.505
C -27.605220 -14.718010 19.227210 0.60 -0.51 0.32 -0.117
C -30.168070 -5.471810 19.104830 -0.67 -0.13 -2.27 -0.468
C -29.634890 -15.429930 18.299130 -0.62 -0.74 0.73 -0.220
C -25.974660 -13.084310 26.499240 2.35 -1.33 2.69 -0.600
C -27.059280 -13.207300 27.466460 -2.03 0.36 2.10 -0.084
C -30.391010 -7.018440 19.192430 -0.48 1.95 0.54 -0.051
C -33.916460 -13.039300 18.545840 0.25 0.62 0.64 -0.186
H -27.297570 -14.010990 18.456780 -1.00 0.82 -0.06 0.083
H -27.073790 -15.586330 18.837720 -0.30 -0.78 0.32 0.079
H -35.147100 -12.095140 20.882050 -0.91 0.45 -0.43 0.090
H -31.277300 -7.194610 18.582880 0.34 -0.48 -0.54 0.070
H -27.287830 -12.281050 27.993650 -0.04 0.59 -0.44 0.084
H -25.670850 -14.113410 26.307560 0.17 -0.36 -0.78 0.134
H -34.570160 -10.735670 19.770680 -0.03 -0.25 -0.34 0.093
H -31.006530 -9.771950 13.339530 -0.05 -0.18 -0.03 0.086
H -26.117360 -4.591630 24.158240 -0.01 0.12 -0.05 0.065
H -31.345860 -16.337620 19.366580 0.33 0.06 0.44 0.120
H -28.059930 -5.654050 25.410000 -0.36 -0.32 0.12 0.126
H -30.750850 -7.257030 20.193270 0.61 -0.22 0.22 0.070
H -31.543330 -16.186210 17.679790 0.28 -0.09 -0.33 0.114
H -24.382100 -13.115720 27.986310 -0.09 -0.09 -0.05 0.079
H -34.157920 -9.422840 27.750120 0.08 0.06 0.01 0.078
H -31.936090 -14.099660 19.579550 0.60 0.25 0.19 0.093
H -32.727470 -11.739420 29.215750 0.03 0.22 0.05 0.079
H -26.852390 -13.830120 28.336730 0.24 -0.64 -0.36 0.087
H -33.729360 -15.076640 18.834050 -0.64 -0.61 -0.34 0.112
H -29.247620 -16.413540 18.033390 0.54 -0.13 -0.08 0.116
H -27.105670 -12.832200 25.047250 -0.19 0.21 -0.40 0.098
H -27.107810 -14.435690 20.155100 -0.27 0.05 0.04 0.087
H -29.562190 -10.984570 22.441780 -0.43 0.49 -0.13 0.076
H -31.017970 -16.166440 26.701390 -0.37 0.12 0.24 0.074
H -31.564640 -9.030160 26.406920 0.00 -0.15 -0.29 0.087
H -27.464760 -7.914610 26.523770 -0.10 0.06 0.10 0.070
H -33.449780 -16.888030 23.737140 -0.47 0.34 0.39 0.078
H -32.901180 -10.200180 26.091450 -0.37 0.61 0.07 0.077
H -29.995500 -4.003210 17.421720 0.28 0.17 0.53 0.070
H -31.971980 -16.639810 22.994530 0.49 0.30 0.04 0.071
H -32.522940 -17.076150 26.231320 0.19 -0.25 0.77 0.083
H -31.393000 -10.814830 26.078530 0.92 0.17 0.54 0.076
H -27.797980 -8.112580 24.827320 0.04 0.16 -0.18 0.072
H -34.998550 -13.164260 18.585490 -0.19 -0.26 -0.35 0.117
H -32.988100 -8.412450 28.673640 -0.63 0.32 0.15 0.079
H -29.953130 -11.754660 13.432720 -0.02 -0.48 -0.16 0.071
H -27.997220 -13.523350 27.009860 -0.07 -0.27 -0.03 0.081
H -33.080950 -15.264940 23.039040 -0.17 -0.14 0.04 0.074
H -32.649360 -14.247900 26.032340 -0.79 0.52 0.59 0.092
H -25.481280 -6.200560 23.818860 -0.09 -0.12 0.15 0.076
H -26.141760 -8.159430 25.437630 0.19 0.45 -0.23 0.079
H -30.966100 -17.463060 25.571080 0.04 0.28 -0.79 0.076
H -23.959170 -12.364740 26.444740 0.13 0.14 0.10 0.077
H -28.755500 -12.208080 14.648810 -0.31 0.13 0.47 0.074
H -33.694710 -12.231230 17.848740 0.17 0.06 -0.21 0.113
H -26.270640 -4.660890 26.312040 0.23 0.16 0.31 0.082
H -29.290420 -9.832100 15.617550 -0.06 0.64 -0.23 0.130
H -28.431250 -10.950780 13.496070 -0.01 0.45 0.24 0.077
H -30.759960 -11.124270 16.695460 -0.35 -0.61 0.06 0.076
H -31.085090 -11.879180 22.234860 -0.18 0.02 0.01 0.067
H -29.469830 -14.743360 17.468780 -0.14 0.15 -0.02 0.120
H -31.935490 -10.059240 15.978020 0.27 0.26 -0.35 0.078
H -31.259840 -9.915780 28.615660 0.07 0.09 0.19 0.130
H -24.966240 -11.495680 27.629520 -0.08 0.10 -0.13 0.079
H -29.046210 -5.475480 17.284010 -0.15 -0.13 -0.55 0.072
H -33.766890 -11.240520 21.277280 0.25 0.45 -0.16 0.081
H -33.828670 -9.807480 29.434620 0.20 0.14 0.16 0.074
H -27.118070 -5.727750 23.265170 0.15 -0.07 -0.22 0.069
H -29.283180 -13.516650 21.538910 -0.01 -0.35 -0.08 0.047
H -30.075610 -11.512710 20.837390 0.27 -0.38 -0.17 0.080
H -30.828350 -5.385000 16.935810 0.00 -0.72 0.20 0.073
H -29.474030 -7.524460 18.890440 -0.40 -0.34 0.00 0.077
H -31.615890 -11.616130 15.170610 -0.31 -0.24 0.37 0.076
H -32.045720 -4.885590 19.114830 0.03 -0.14 -0.17 0.085
H -29.261660 -5.129950 19.604470 -0.17 -0.13 0.32 0.131
H -31.330350 -14.882430 24.711870 0.29 0.06 -0.41 0.129
H -33.403400 -14.619120 17.137880 0.23 0.08 -0.02 0.121
```
Forces are in eV/Å.

[2]
Here is an isolated molecule of C14H9N7O7 at a distorted geometry from the Open Molecules 2025 dataset. Energies are from the ωB97M-V functional and the def2-TZVPD basis.

Properties
ΔE to the lowest compared entry with this formula, charge and spin (kcal/mol): 0.0
LUMO level (Ha): -0.028
HOMO level (eV): -7.581
Calculated total energy (a.u.): -1448.421498
Orbital gap (eV): 6.8

```
37
Properties=species:S:1:pos:R:3:forces:R:3:lowdin_charge:R:1
O -3.145562 -0.784234 -1.733296 0.76 0.75 0.08 0.053
O 2.297287 -1.295889 -2.271232 -0.02 0.33 0.53 -0.041
O 1.725625 3.959914 -2.405137 -0.71 1.43 0.09 0.000
O -3.231735 1.457692 -2.090541 -0.09 -0.61 0.77 0.020
O 3.600838 0.200699 -1.348109 -2.11 -0.07 -0.64 0.036
O -0.276208 4.996766 -2.524083 0.06 -1.08 0.27 0.069
O -0.223150 0.070802 3.973505 -0.09 0.28 -0.23 -0.075
N 0.258230 -3.473107 -0.118791 -0.33 -0.06 -0.92 0.167
N -2.424519 2.572463 -2.040542 2.96 -2.65 1.14 0.161
N 2.313381 2.801092 -1.999932 -2.57 -2.25 0.77 0.117
N -0.060372 -1.403440 -0.741589 0.02 -2.61 1.78 0.065
N 0.318075 3.971887 -2.240185 0.78 -1.93 0.67 -0.160
N 2.467571 -0.185407 -1.697730 -0.34 0.52 0.24 -0.338
N -2.530294 0.273240 -1.697690 1.19 0.81 0.09 -0.167
C -0.427036 1.443178 3.554254 0.12 -0.54 0.10 -0.044
C -0.132813 -0.857376 2.994423 -0.08 0.93 -1.36 -0.241
C 0.144015 -2.665137 -1.187159 0.42 0.64 1.27 0.037
C -1.237323 0.648574 -1.368380 -2.25 0.10 -1.24 -0.037
C -0.022632 -0.232026 -1.520703 0.04 1.47 -3.49 -0.191
C 0.046466 -2.208439 3.390009 -0.06 -0.02 -0.96 0.025
C -1.211777 2.038451 -1.635124 -2.86 1.83 -1.30 -0.140
C 1.247540 1.984535 -1.647111 2.27 1.15 -0.87 -0.166
C 1.245916 0.578303 -1.459794 2.17 -0.67 1.13 -0.088
C 0.097807 -2.757395 1.052837 0.01 -0.97 1.09 -0.172
C -0.111632 -1.453163 0.681259 0.55 -0.17 -0.88 -0.117
C 0.161829 -3.192586 2.402276 -0.20 1.12 -0.11 0.029
C -0.201948 -0.464162 1.621570 -0.16 0.55 1.25 0.080
C 0.029663 2.702738 -1.754878 0.90 2.43 -0.59 -0.070
H -0.502694 2.022584 4.471694 0.02 -0.09 -0.10 0.096
H -0.039254 -0.537992 -2.618465 -0.41 -0.52 1.11 0.190
H -0.299329 0.559628 1.260421 0.03 -0.27 0.52 0.111
H -1.350589 1.533860 2.968686 0.13 -0.03 0.18 0.099
H 0.380093 -4.471581 -0.128473 0.07 -0.02 -0.39 0.177
H 0.277965 -4.237427 2.665283 0.08 0.10 -0.08 0.116
H 0.091276 -2.418195 4.460255 -0.02 -0.07 -0.42 0.129
H 0.303176 -2.967673 -2.218874 -0.17 0.27 0.33 0.171
H 0.422124 1.788805 2.951331 -0.13 -0.05 0.19 0.101
```
Forces are in eV/Å.

Among the records above, which one has the highest ΔE to the lowest compared entry with this formula, charge and spin? C25H67NO9